{"formula": "C2H7N4S", "method": "wB97M-V/def2-TZVPD", "elements": ["C", "C", "N", "N", "N", "N", "S", "H", "H", "H", "H", "H", "H", "H"], "positions_angstrom": [[-1.14629, 1.02865, 0.06049], [2.13390, -0.29330, 0.34675], [0.04851, 0.91840, -0.10026], [0.85410, -0.03420, -0.36625], [-0.36760, -1.65997, -0.39475], [-2.09461, 1.85429, -0.01909], [-1.70955, -1.31247, 0.36374], [2.43579, 0.68484, 0.84825], [2.93982, -0.70128, -0.30091], [1.93288, -0.76108, 1.33146], [0.39244, -2.27323, -0.10528], [-0.23722, -1.50703, -1.46992], [-2.31102, 2.59239, -0.65648], [-2.87116, 1.46399, 0.46222]], "forces_ev_per_a": [[1.3, -2.5, 0.0], [-0.7, 2.6, 2.1], [2.8, -1.6, 1.0], [0.8, 0.2, -1.7], [2.1, 0.3, -3.7], [-2.8, 0.9, 0.6], [-0.8, 1.3, 0.4], [0.1, -0.7, -1.3], [-1.0, 0.1, 0.5], [0.1, -0.9, -0.8], [-0.4, 0.0, 0.7], [-0.9, -0.6, 2.4], [0.5, 0.3, -0.6], [-1.2, 0.5, 0.4]], "nbo_charge": [0.46, -0.50, -0.16, -0.10, -0.79, -0.76, 0.36, 0.26, 0.26, 0.24, 0.43, 0.44, 0.44, 0.42], "relative_energy_ev": 3.934, "charge": 1, "orbital_gap_ev": 8.715, "homo_ev": -13.61, "mol_weight_da": 119.2}

=====

{"formula": "C15H20BrIN2O2SiV", "method": "wB97M-V/def2-TZVPD", "elements": ["V", "C", "C", "N", "O", "C", "C", "N", "O", "H", "H", "H", "H", "H", "H", "H", "Br", "C", "C", "C", "C", "C", "C", "I", "H", "H", "H", "H", "C", "Si", "C", "C", "C", "C", "H", "H", "H", "H", "H", "H", "H", "H", "H"], "positions_angstrom": [[0.72868, 0.20145, -1.07528], [-2.50181, -0.31639, 0.17811], [-1.25931, -0.03139, -0.56759], [-1.07202, 0.38075, -1.74073], [-1.87023, 0.61444, -2.81004], [1.48468, -0.86696, 0.28750], [1.29543, -1.66491, 1.52189], [2.43803, -0.97910, -0.53625], [2.32134, -0.03654, -1.73389], [-2.75083, 0.57800, 0.75610], [-2.34990, -1.12675, 0.88734], [-3.34891, -0.55844, -0.46748], [-2.78746, 0.46584, -2.52300], [1.69214, -2.66909, 1.37759], [0.24371, -1.70552, 1.79223], [1.84062, -1.19028, 2.33898], [-1.61399, -5.18287, -4.44584], [-1.59576, -5.18311, -2.56268], [-2.31020, -6.17489, -1.90059], [-2.33069, -6.21618, -0.51710], [-1.63650, -5.26739, 0.21906], [-0.92069, -4.27835, -0.43490], [-0.89935, -4.23574, -1.82365], [0.21882, -2.73915, -2.75651], [-2.84688, -6.91204, -2.48105], [-2.88861, -6.99498, -0.01562], [-1.64484, -5.29966, 1.30022], [-0.36561, -3.54295, 0.13228], [2.32991, 5.63809, -0.24692], [1.61115, 4.60048, 1.11227], [2.82613, 4.24003, 2.46884], [0.00892, 5.27682, 1.76081], [1.22293, 2.93247, 0.32694], [1.01265, 1.85386, -0.21260], [2.58385, 6.62802, 0.13834], [1.62025, 5.76834, -1.06503], [3.23917, 5.18913, -0.64855], [3.07240, 5.16338, 2.99753], [3.75245, 3.82296, 2.07162], [2.41480, 3.53817, 3.19580], [0.18675, 6.23054, 2.26232], [-0.44565, 4.59852, 2.48447], [-0.70554, 5.45137, 0.95505]], "forces_ev_per_a": [[-0.5, 1.0, -0.6], [0.0, 0.0, 0.0], [0.0, -0.2, 0.0], [0.4, -0.4, 0.0], [0.0, 0.2, 0.1], [0.4, -0.6, 0.3], [0.0, 0.2, 0.1], [-0.3, 0.0, 0.2], [-0.1, -0.3, -0.2], [0.0, 0.0, 0.0], [0.0, 0.0, 0.0], [0.0, 0.0, 0.0], [0.0, 0.0, 0.0], [0.0, 0.0, 0.0], [0.0, 0.0, 0.0], [0.0, 0.0, 0.0], [0.0, 0.0, 0.0], [0.0, 0.0, 0.0], [0.0, 0.0, 0.0], [0.0, 0.0, 0.0], [0.0, 0.0, 0.0], [0.0, 0.0, 0.0], [0.0, 0.1, 0.1], [0.1, 0.0, -0.1], [0.0, 0.0, 0.0], [0.0, 0.0, 0.0], [0.0, 0.0, 0.0], [0.0, 0.0, 0.0], [0.0, 0.0, 0.0], [0.0, 0.0, 0.0], [0.0, 0.0, 0.0], [0.0, 0.0, 0.0], [0.0, 0.0, 0.0], [0.1, 0.1, 0.2], [0.0, 0.0, 0.0], [0.0, 0.0, 0.0], [0.0, 0.0, 0.0], [0.0, 0.0, 0.0], [0.0, 0.0, 0.0], [0.0, 0.0, 0.0], [0.0, 0.0, 0.0], [0.0, 0.0, 0.0], [0.0, 0.0, 0.0]], "nbo_charge": [0.85, -0.72, 0.21, -0.09, -0.47, 0.21, -0.69, -0.04, -0.35, 0.28, 0.26, 0.23, 0.48, 0.26, 0.24, 0.27, 0.11, -0.14, -0.21, -0.19, -0.21, -0.19, -0.20, 0.22, 0.24, 0.23, 0.23, 0.20, -1.11, 1.58, -1.11, -1.11, -0.22, -0.33, 0.25, 0.25, 0.25, 0.25, 0.25, 0.25, 0.25, 0.25, 0.25], "relative_energy_ev": 0.799, "charge": 1, "orbital_gap_ev": 6.380, "homo_ev": -11.76, "mol_weight_da": 546.2}

=====

{"formula": "C8H20N8O16Pb", "method": "wB97M-V/def2-TZVPD", "elements": ["Pb", "O", "C", "O", "O", "H", "O", "C", "O", "O", "H", "O", "C", "O", "O", "H", "O", "C", "O", "O", "H", "C", "O", "N", "N", "H", "H", "H", "H", "C", "O", "N", "N", "H", "H", "H", "H", "C", "O", "N", "N", "H", "H", "H", "H", "C", "O", "N", "N", "H", "H", "H", "H"], "positions_angstrom": [[18.72596, 0.79028, 1.74020], [15.13843, -2.68201, 5.01571], [15.69172, -1.51122, 4.84949], [15.90513, -0.71678, 5.83017], [15.90511, -1.26021, 3.66436], [15.16626, -2.90882, 4.08330], [14.76571, 3.34612, -1.08695], [14.71389, 3.53750, 0.23223], [15.34131, 2.78765, 0.97338], [13.94627, 4.41639, 0.68851], [15.38736, 2.62847, -0.94502], [16.91627, 4.94735, 4.55605], [17.49431, 4.03977, 5.29772], [18.41451, 3.28035, 4.82754], [17.21311, 3.77045, 6.47147], [17.48147, 4.89149, 3.78208], [22.34057, -2.46294, 4.48737], [21.64753, -1.63091, 5.17895], [20.74864, -0.94250, 4.72620], [21.90355, -1.43783, 6.38177], [21.75231, -2.48850, 3.72915], [16.06801, -1.18392, -1.94428], [17.04191, -0.58193, -1.59494], [15.97080, -2.05143, -2.92705], [14.82623, -0.90800, -1.52041], [16.82905, -2.43006, -3.30141], [15.13111, -2.05412, -3.48830], [14.55641, -0.21814, -0.83383], [14.13759, -1.64680, -1.51421], [18.74582, -4.44358, 1.59594], [19.16634, -3.27132, 1.34377], [18.43252, -4.98891, 2.75547], [18.61947, -5.24897, 0.63403], [18.16387, -5.96196, 2.72238], [18.37633, -4.48020, 3.62619], [18.81760, -4.91046, -0.29670], [18.58998, -6.25300, 0.73966], [23.78019, 1.18137, 0.04925], [22.62840, 1.01301, 0.35729], [24.75660, 0.96879, 0.86395], [24.18125, 1.61298, -1.12457], [25.74451, 1.03671, 0.66512], [24.52440, 0.76862, 1.82630], [23.41938, 1.77352, -1.76792], [25.10195, 1.95405, -1.36138], [19.92802, 5.30136, -0.13692], [19.60958, 4.36543, 0.47735], [20.85635, 6.21342, 0.07961], [19.24467, 5.65291, -1.20316], [21.43961, 6.17113, 0.90309], [20.70570, 7.08118, -0.41477], [18.51147, 5.00611, -1.45647], [19.66014, 6.25685, -1.89795]], "forces_ev_per_a": [[-0.8, 0.2, 1.7], [-1.4, -3.2, 1.2], [1.6, 5.9, 3.9], [-0.7, -2.5, -1.5], [1.2, 0.6, -3.6], [-0.4, -0.9, -0.4], [0.7, -0.6, -1.6], [-3.6, 3.4, 3.8], [2.6, -2.5, 0.2], [0.1, 0.3, -1.3], [0.6, -0.9, -1.4], [-0.4, 1.4, -0.7], [1.5, -4.3, 3.2], [0.6, 0.4, -2.5], [-1.3, 2.0, 0.2], [-0.2, 0.3, -0.8], [1.4, -2.7, -2.6], [-0.7, 3.7, 6.4], [-2.8, 1.1, -4.3], [1.9, -1.4, 1.0], [0.3, -0.5, -1.1], [-1.4, 2.2, 0.9], [2.2, 0.4, 0.7], [1.0, -3.0, -2.7], [-3.0, 0.3, 1.5], [-0.3, 0.2, -0.1], [0.4, -0.2, 0.2], [0.9, 0.3, 0.1], [0.3, 0.0, -0.2], [2.1, 6.4, 1.9], [-1.1, -1.7, 1.2], [-0.4, -0.6, 2.4], [-0.6, -4.6, -6.1], [-0.1, 0.5, 0.5], [0.1, 0.1, -0.3], [0.1, 0.0, 0.4], [-0.2, 0.3, 0.0], [-1.2, 0.2, 0.1], [-2.0, -0.2, 0.0], [3.5, -1.0, 4.1], [-0.1, 1.1, -3.9], [-0.5, 0.1, -0.2], [-0.1, -0.1, -0.2], [0.4, 0.1, -0.1], [-0.4, -0.2, 0.3], [-0.3, 1.9, -1.3], [-0.3, -4.5, 3.5], [2.9, 1.7, 1.2], [-2.3, 0.5, -3.6], [-0.3, 0.2, -0.2], [0.5, -0.1, 0.7], [0.0, 0.3, -0.3], [-0.4, -0.4, 0.0]], "nbo_charge": [1.49, -0.73, 0.92, -0.76, -0.86, 0.47, -0.74, 0.90, -0.81, -0.78, 0.47, -0.68, 0.91, -0.75, -0.67, 0.49, -0.71, 0.90, -0.78, -0.78, 0.48, 0.76, -0.65, -0.85, -0.85, 0.39, 0.39, 0.43, 0.37, 0.75, -0.71, -0.81, -0.81, 0.37, 0.44, 0.40, 0.37, 0.75, -0.67, -0.82, -0.84, 0.38, 0.42, 0.40, 0.38, 0.76, -0.63, -0.84, -0.84, 0.41, 0.38, 0.41, 0.37], "relative_energy_ev": 11.114, "charge": -2, "orbital_gap_ev": 3.822, "homo_ev": -1.94, "mol_weight_da": 691.5}

=====

{"formula": "C5H6OS2", "method": "wB97M-V/def2-TZVPD", "elements": ["C", "C", "C", "C", "C", "H", "H", "H", "H", "H", "H", "O", "S", "S"], "positions_angstrom": [[1.85852, -0.71507, 0.23950], [0.39718, -0.58207, -0.25489], [-0.73728, -1.41217, -0.40751], [-2.19319, 0.83776, 0.27610], [-1.21256, 1.74097, -0.02239], [1.90261, 1.10622, -0.73024], [1.95597, -0.65430, 1.45003], [2.10561, -1.72760, 0.10712], [-0.63242, -2.49711, -0.18237], [-2.93157, 1.09040, 1.06428], [-1.04219, 2.61765, 0.67123], [2.67379, -0.06362, -0.58956], [-2.28649, -0.87234, -0.68850], [0.14203, 1.13128, -0.93280]], "forces_ev_per_a": [[-1.8, -1.5, 2.1], [-3.0, -0.3, -0.8], [5.5, 0.3, 1.6], [0.5, 0.2, -1.3], [-0.9, -1.4, 2.8], [2.3, -3.1, 0.6], [-0.3, 0.9, -2.4], [0.1, -2.0, -0.1], [-0.1, 0.9, 0.0], [0.2, -0.6, -0.8], [-0.4, -0.9, -1.1], [-1.1, 5.3, -0.8], [-1.7, 3.4, 1.0], [0.6, -1.1, -0.7]], "nbo_charge": [-0.09, -0.10, -0.46, -0.26, -0.42, 0.38, 0.15, 0.19, 0.24, 0.24, 0.25, -0.72, 0.32, 0.28], "relative_energy_ev": 4.641, "orbital_gap_ev": 8.775, "homo_ev": -8.62, "mol_weight_da": 146.2}

=====

{"formula": "C2H8N2O2", "method": "wB97M-V/def2-TZVPD", "elements": ["C", "N", "C", "N", "O", "H", "H", "H", "H", "H", "H", "O", "H", "H"], "positions_angstrom": [[0.56229, -1.88469, 2.09235], [-0.00266, -0.61367, 1.44361], [0.51920, -0.12347, 0.18966], [-0.27494, 0.91556, -0.32725], [1.12154, -0.89465, -0.61176], [1.39219, -2.31601, 1.46577], [-0.13026, -2.64023, 2.14262], [0.90595, -1.41737, 3.04471], [-1.02059, -0.43960, 1.91907], [-0.33664, 0.98285, -1.34940], [-0.64370, 1.66165, 0.18320], [-0.30895, 2.29297, -3.27120], [-0.63534, 1.57033, -3.88978], [-1.14809, 2.90632, -3.03161]], "forces_ev_per_a": [[2.6, 3.9, -1.1], [-1.0, -0.7, 1.1], [-4.1, -3.5, -1.9], [1.5, -1.3, -1.1], [-0.2, 2.6, 2.7], [-0.6, 0.9, 0.7], [-2.0, -1.5, 0.5], [0.0, -1.6, -0.3], [3.6, 0.3, -2.4], [0.6, 0.1, 0.8], [-0.3, 0.9, 1.0], [-3.3, 0.8, 0.0], [0.3, 1.5, 1.1], [2.9, -2.4, -1.1]], "nbo_charge": [-0.42, -0.69, 0.78, -0.86, -0.64, 0.23, 0.19, 0.20, 0.41, 0.42, 0.38, -0.95, 0.48, 0.48], "relative_energy_ev": 2.194, "smiles": "CNC(N)=O.O", "orbital_gap_ev": 9.558, "homo_ev": -9.04, "mol_weight_da": 92.1}

=====

{"formula": "C11H24CaO9", "method": "wB97M-V/def2-TZVPD", "elements": ["Ca", "C", "O", "O", "O", "C", "O", "O", "O", "C", "C", "C", "O", "H", "H", "H", "H", "H", "H", "H", "H", "C", "C", "C", "O", "H", "H", "H", "H", "H", "H", "H", "H", "C", "C", "C", "O", "H", "H", "H", "H", "H", "H", "H", "H"], "positions_angstrom": [[1.07629, -0.76396, -0.35184], [3.68869, -0.56037, 0.59123], [2.87125, 0.35744, 0.62406], [4.68265, -0.62985, -0.08631], [3.13585, -1.66359, 0.50208], [1.73223, -2.66346, -2.34119], [2.19833, -1.54413, -2.33762], [0.84978, -2.81821, -1.54944], [2.60860, -3.50770, -2.53511], [2.45095, 2.52175, -2.14723], [1.09651, 2.34472, -1.44208], [0.04544, 3.27905, -2.06807], [0.63134, 1.13156, -1.88175], [2.77039, 3.56014, -2.05888], [2.39891, 2.34682, -3.22183], [3.26488, 1.91373, -1.75232], [1.06982, 2.41558, -0.35471], [-0.85226, 3.27021, -1.44987], [-0.26458, 3.04541, -3.08659], [0.38289, 4.31432, -2.01857], [0.92248, 0.96184, -2.78066], [0.35673, -2.29109, 3.22130], [-0.52455, -1.19135, 2.68917], [-1.31213, -0.35312, 3.75858], [0.26415, -0.44408, 1.84564], [1.25181, -1.94925, 3.74099], [0.63551, -2.91656, 2.37326], [-0.10978, -2.89756, 3.99762], [-1.26092, -1.65230, 2.03086], [-0.59787, 0.22662, 4.34324], [-1.89092, -1.01416, 4.40366], [-2.02491, 0.37355, 3.36872], [0.77645, 0.10832, 2.44062], [-3.75929, -1.03115, -0.79561], [-2.39602, -0.32014, -0.85181], [-2.29893, 0.93270, 0.12586], [-1.32153, -1.18123, -0.62252], [-4.49667, -0.35777, -1.23258], [-3.98011, -1.29770, 0.23797], [-3.69188, -1.92668, -1.41335], [-2.17356, 0.02524, -1.86144], [-3.05576, 1.69803, -0.04612], [-1.34509, 1.44444, -0.00228], [-2.33284, 0.64977, 1.17796], [-1.47232, -1.94586, -1.18304]], "forces_ev_per_a": [[0.8, -1.6, -2.4], [-3.2, 0.2, -3.7], [-1.3, 5.1, 2.6], [5.7, 0.8, -0.6], [-1.1, -5.8, 2.3], [7.0, -2.5, 1.1], [1.2, 10.7, -2.0], [-9.9, -2.1, 5.1], [0.7, -4.9, -3.0], [0.6, 1.2, 1.0], [0.1, 1.5, -3.1], [0.1, 1.7, 1.3], [-1.2, -3.3, 1.1], [0.1, 0.2, 0.1], [-0.4, -0.2, 0.0], [-0.3, -0.3, 0.2], [0.4, -0.2, 0.0], [-0.2, -0.2, 0.0], [0.5, -0.3, 0.0], [0.0, 0.3, -0.2], [0.3, -0.5, 0.0], [-0.1, -0.7, 0.9], [-2.1, -1.0, 1.0], [0.8, -0.3, -0.5], [0.3, 1.9, -0.2], [0.2, 0.5, -0.4], [0.2, -0.1, 0.2], [-0.5, -0.2, -0.2], [-0.2, -0.1, 0.0], [0.1, -0.1, 0.3], [0.2, -0.1, 0.1], [0.1, -0.1, -0.5], [0.8, 0.3, -0.4], [1.1, 0.5, -0.1], [-0.4, 2.0, 0.3], [0.3, -1.0, -0.6], [0.0, -0.4, 1.3], [-0.2, -0.1, 0.2], [-0.3, 0.0, -0.1], [-0.2, -0.1, 0.0], [-0.7, 0.6, -0.3], [-0.3, -0.3, -0.2], [0.1, -0.2, -0.2], [-0.2, -0.3, -0.1], [0.9, -0.6, -0.2]], "mulliken_spin": [-0.01, -0.05, 0.06, 0.48, 0.52, 0.00, 0.00, 0.00, 0.00, 0.00, 0.00, 0.00, 0.00, 0.00, 0.00, 0.00, 0.00, 0.00, 0.00, 0.00, 0.00, 0.00, 0.00, 0.00, 0.00, 0.00, 0.00, 0.00, 0.00, 0.00, 0.00, 0.00, 0.00, 0.00, 0.00, 0.00, 0.00, 0.00, 0.00, 0.00, 0.00, 0.00, 0.00, 0.00, 0.00], "charge": -1, "orbital_gap_ev": [3.963, 3.946], "spin_multiplicity": 2, "homo_ev": [-1.74, -1.73], "mol_weight_da": 340.4}